## one
Density functional theory data (ωB97M-V with the def2-TZVPD basis set) for 2 unconnected molecules or ions with the total composition C5H9O3.

Last column: Löwdin charge in e.
Geometry (Å):
1 O 0.4359 1.4327 0.0386  -0.0620
2 C 0.9906 0.7744 0.9619  -0.7021
3 O 0.5279 -0.3086 1.4775  -0.1205
4 C 2.4134 1.1811 1.3520  -0.0521
5 H 2.9529 0.3258 1.7853  0.0557
6 H 2.9527 1.4652 0.3927  0.0804
7 H 2.4419 2.0329 2.0529  0.0586
8 C -0.9135 -0.3525 -2.3771  0.0176
9 C -1.0848 -0.7612 -1.0763  -0.4752
10 O -0.3759 -1.7762 -0.4627  -0.0496
11 C -2.1194 -0.2649 -0.1161  -0.0733
12 H -1.5435 0.4221 -2.8203  0.0343
13 H -0.1051 -0.6716 -3.0195  0.0299
14 H 0.0767 -1.2774 0.2867  0.0417
15 H -2.8168 0.4799 -0.5598  0.0780
16 H -2.7463 -1.1251 0.1979  0.0781
17 H -1.6332 0.1034 0.7899  0.0604

Computed properties:
**Gap between HOMO and LUMO**: 8.52 eV
**Net charge**: -1
**E_LUMO**: 4.2 eV


## two
Density functional theory data (ωB97M-V with the def2-TZVPD basis set) for a gas-phase ion, C5H9O3 (charge -1).

Last column: Löwdin charge in e.
Geometry (Å):
1 O 3.0809 1.1831 -0.1318  -0.2648
2 C 1.8432 0.7752 -0.0272  -0.5039
3 C 1.5743 -0.7334 0.0636  -0.1880
4 O 0.3954 -1.0525 -0.6557  -0.1659
5 C 0.2006 -0.1501 -1.7319  -0.1938
6 C 1.1413 1.0507 -1.5651  -0.3478
7 O 0.6371 2.2786 -2.0312  -0.1670
8 C 0.5230 2.3810 -3.4267  -0.1360
9 H 0.8590 1.4698 -0.0747  0.1520
10 H 2.4404 -1.2917 -0.3461  0.1160
11 H 1.4273 -1.0412 1.1102  0.1059
12 H -0.8479 0.1835 -1.7128  0.1144
13 H 0.3898 -0.6593 -2.6928  0.1071
14 H 2.0663 0.8469 -2.1427  0.1281
15 H 0.2351 3.4125 -3.6635  0.0780
16 H 1.4842 2.1549 -3.9216  0.0866
17 H -0.2474 1.7006 -3.8287  0.0791

Computed properties:
**SMILES**: CO[C@@H]1COC[C@H]1[O-]
**Gap between HOMO and LUMO**: 5.54 eV
**Net charge**: -1
**E_LUMO**: 3.7 eV


Most stable one: one, least stable one: two.


## one
Density functional theory data (ωB97M-V with the def2-TZVPD basis set) for C3H3NOS in the gas phase.

Last column: Löwdin charge in e.
Geometry (Å):
1 C 1.4066 -0.1850 -0.4078  -0.4067
2 C 2.8939 -0.4142 -0.0490  -0.7877
3 C 0.0871 -0.3489 0.3185  -0.1478
4 N 0.0504 -0.0334 -1.1369  0.0124
5 O 3.6497 -1.3096 0.0665  0.0896
6 S 2.6305 1.2556 0.0171  0.9376
7 H -0.1038 -1.4896 0.4741  0.1458
8 H -0.1756 0.3467 0.9608  0.0432
9 H -0.3732 0.8560 -1.4973  0.1137

Computed properties:
**SMILES**: O=C1S[C@]12CN2
**Gap between HOMO and LUMO**: 9.59 eV
**E_LUMO**: 0.4 eV


## two
Density functional theory data (ωB97M-V with the def2-TZVPD basis set) for C3H3NOS in the gas phase.

Last column: Löwdin charge in e.
Geometry (Å):
1 C -1.0584 -0.4382 -0.0001  -0.8883
2 C -0.0923 0.6580 0.0165  -0.1629
3 C 1.2306 -0.0028 -0.0014  -0.1115
4 H -0.1786 1.2958 0.9412  0.1564
5 H -0.2156 1.3385 -0.7998  0.1226
6 H 2.1833 0.4076 -0.1482  0.1095
7 N 1.0983 -1.2653 -0.0355  0.1189
8 O -0.2986 -1.5347 0.0456  -0.0788
9 S -2.6689 -0.4590 -0.0183  0.7341

Computed properties:
**SMILES**: S=C1CC=NO1
**Gap between HOMO and LUMO**: 9.13 eV
**E_LUMO**: 0.1 eV


## three
Density functional theory data (ωB97M-V with the def2-TZVPD basis set) for C3H3NOS in the gas phase.

Last column: Löwdin charge in e.
Geometry (Å):
1 C -0.4775 1.0073 -0.2568  -0.7564
2 C -0.0803 -0.1650 0.6847  -0.1441
3 C 0.5890 -1.0432 -0.2421  -0.1447
4 H -0.9885 -0.5551 1.2038  0.1412
5 H 0.6098 0.2171 1.4837  0.1454
6 H 1.0084 -1.9698 -0.0069  0.1071
7 N 0.6284 -0.5933 -1.4390  0.0951
8 O -0.0138 0.6412 -1.4880  -0.0862
9 S -1.2755 2.4607 0.0606  0.6427

Computed properties:
**SMILES**: S=C1CC=NO1
**Gap between HOMO and LUMO**: 8.84 eV
**E_LUMO**: -0.2 eV


Most stable one: two, least stable one: one.